Record 1
Formula: C33H52BBr2O27S5
Source: OMol25
Level of theory: wB97M-V/def2-TZVPD

```
120
Properties=species:S:1:pos:R:3:forces:R:3:lowdin_charge:R:1
C 1.853754 -0.141836 -0.249259 -0.1 0.1 -0.3 -0.343
H -5.154881 -2.073510 4.782534 -0.2 -0.1 -0.1 0.070
H 6.195718 3.384052 -1.138363 0.1 0.0 -0.4 0.060
O -0.012705 1.117836 -0.810421 0.2 0.1 0.4 0.216
C -8.906887 -0.164051 -1.087683 -0.1 0.5 -0.5 0.010
C 1.040256 -2.796642 -2.619106 -0.2 -0.1 -0.8 -0.091
H 4.426708 -1.808509 2.025897 0.0 0.0 0.0 0.076
H 4.418052 3.114408 -1.188299 0.1 0.3 0.0 0.021
H -1.433111 -1.828620 -6.710248 0.0 0.0 0.0 0.084
C 1.057936 -3.094857 2.478656 0.2 -0.4 0.2 -0.097
C 1.657086 1.767873 -4.623318 0.4 -0.1 -0.3 -0.046
O 2.434458 -1.727393 -4.562239 0.8 0.3 -0.2 -0.267
H 0.190129 -3.471045 -2.538964 0.0 0.0 0.1 0.077
C -2.282759 -4.603395 -0.023247 -0.5 0.0 0.6 -0.042
O -3.459859 -1.165643 0.792214 -0.2 0.0 0.1 0.153
H -2.025217 -0.316189 -6.027192 0.0 0.0 0.1 0.072
C -6.775367 -1.150379 -1.985145 0.1 -0.1 -0.5 0.024
O -1.917578 -1.706519 3.667216 0.6 0.3 -0.4 -0.255
O 1.929704 2.255289 -0.762973 0.2 0.3 -0.1 0.156
C -1.961147 -1.392796 -5.858617 0.3 0.2 -0.6 -0.049
H -0.936786 -1.416087 7.098068 0.0 0.2 0.1 0.088
S 1.285989 -4.535673 1.494357 -0.7 0.4 -0.4 0.566
H 5.535038 2.083888 6.122317 0.0 0.1 -0.1 0.083
Br 5.255760 2.599741 1.641841 0.1 0.1 0.1 0.685
C 3.260153 7.063399 -0.819289 0.1 -0.5 -0.9 -0.386
O -3.034182 -1.049148 5.718878 0.3 0.5 0.0 -0.260
C -2.027558 2.898716 -2.400178 -0.1 -0.4 -0.5 -0.106
C -1.095788 -3.921806 0.611256 0.0 -0.1 -0.6 -0.263
C 2.026985 6.625856 -3.418465 -0.2 -0.2 0.6 -0.375
H -0.568818 -3.357863 -0.166601 0.1 0.1 0.2 0.105
C -7.214747 -1.124717 0.422610 0.1 0.1 -0.2 -0.372
H -2.822499 -5.207464 0.712236 0.2 -0.1 0.0 0.085
C -8.082812 -0.512598 -2.283587 -0.2 -0.5 0.7 -0.385
C -1.756521 -1.863440 7.660705 0.0 -0.1 -0.2 -0.072
S 1.218097 -2.419799 -4.347641 -0.6 0.1 1.1 0.561
O 1.946905 -4.198795 0.273617 0.3 0.2 -0.2 -0.274
C 2.973605 8.186473 -1.767172 0.2 0.0 0.9 0.009
C -1.259888 -1.722939 -4.571834 -1.5 -0.5 0.7 -0.282
O -1.311199 -0.518727 0.566418 -0.2 0.5 0.0 0.241
H 2.529617 5.015088 -0.402009 0.3 0.0 0.0 0.114
H -0.375437 1.443277 -5.195781 -0.2 -0.1 0.2 0.106
H -0.058014 1.205904 -3.455993 -0.3 0.3 0.1 0.101
C -4.475014 -2.219029 3.950720 0.6 -0.3 -0.2 -0.104
O 3.829756 -2.291268 4.689897 -1.0 -0.3 0.4 -0.264
O -1.840017 4.931712 -4.024598 -0.1 0.5 -0.1 -0.270
H -3.833918 -2.206553 7.229883 -0.1 0.1 0.0 0.115
H -4.570263 -1.482048 3.158476 0.0 0.2 0.2 0.051
C 2.631457 5.762885 -1.181749 -0.3 0.3 0.3 0.016
C -2.382286 -1.120167 -1.405756 0.1 -0.2 0.8 -0.378
C 0.165397 1.819696 -4.330805 1.0 -0.5 -0.6 -0.243
O 1.750265 -5.599157 2.308768 0.3 -0.5 0.2 -0.261
H -2.976552 3.298954 -2.058766 0.0 0.0 0.1 0.079
C 5.456182 1.669860 -0.045119 -0.3 -0.5 -0.5 -0.716
H 7.172050 0.025520 4.531799 0.0 0.0 0.3 0.125
O -8.497784 -0.345805 -3.407279 0.1 0.1 -0.1 0.105
C -2.495801 -0.923365 0.130999 0.3 -0.1 0.0 -0.378
O 1.607133 6.398098 -4.524698 0.1 0.2 -0.3 0.126
O -1.162348 -0.752078 -1.751524 0.0 0.1 0.0 0.176
H -1.663003 -1.597486 8.712902 0.0 0.0 0.0 0.074
H -3.012673 -3.849306 -0.323669 0.2 0.0 -0.3 0.068
H 1.949128 -3.309592 -2.319877 0.0 0.1 0.2 0.082
O 6.235837 -2.489004 4.269935 0.4 -0.1 -0.2 -0.273
H -1.404402 -3.254011 1.415816 0.0 0.0 0.1 0.106
H -2.972634 -1.797176 -5.855730 0.0 0.0 0.1 0.083
H 1.443316 4.682503 -2.478994 0.2 0.0 -0.6 0.109
H 2.220862 2.504662 -4.051174 -0.1 0.1 0.0 0.063
C 1.298464 1.251459 -0.637561 -0.3 -0.2 0.2 -0.351
O -2.578451 -3.420188 5.302140 0.0 -0.4 0.2 -0.276
H 2.036043 -2.821127 2.870694 0.0 0.0 0.0 0.057
H -6.155138 -1.387092 -2.844027 0.0 0.1 0.0 0.121
O 2.981372 -0.387933 0.051115 0.1 -0.1 0.1 0.155
H 7.275831 2.157434 5.741266 0.0 0.0 0.0 0.082
O -0.213370 -4.939664 1.121299 -0.1 0.0 0.4 -0.240
H -2.063915 1.820035 -2.544939 -0.2 0.0 0.3 0.056
S -1.736134 3.514887 -4.029221 0.6 0.1 0.7 0.552
H 2.106768 0.796448 -4.409758 -0.3 -0.1 0.2 0.057
H 5.807194 -0.718947 2.299930 -0.1 0.2 -0.2 0.069
C 6.435235 1.498312 5.938709 -0.3 -0.4 0.5 -0.061
H 1.852656 1.917512 -5.686920 -0.1 0.3 0.1 0.086
O 0.108587 -1.318112 -4.577804 0.0 0.3 -0.1 -0.245
O 0.873616 -3.580061 -5.091721 0.0 -0.7 -0.6 -0.270
H -3.457936 -0.525102 7.635151 -0.1 0.2 -0.3 0.117
H -9.840841 0.354452 -1.274486 0.0 -0.1 -0.1 0.118
C 5.399547 2.648994 -1.190303 -0.5 0.0 0.5 -0.705
C 2.436455 7.985626 -2.960720 -0.2 0.3 -0.2 0.015
H -1.645657 -2.938969 7.544783 0.0 0.0 0.1 0.067
C 4.821630 -1.010678 2.652255 0.1 -0.3 0.2 -0.139
H -1.778780 -1.264118 -3.724579 0.5 0.2 -0.6 0.084
H 0.842013 -1.880160 -2.073247 0.4 -0.4 -0.3 0.044
H 5.886717 1.008098 3.895330 -0.1 0.2 0.2 0.037
H -1.988776 -5.234800 -0.857656 0.0 0.1 -0.1 0.086
H 0.633440 -2.297416 1.879637 -0.1 0.1 0.0 0.056
H 4.603208 1.003553 -0.131900 0.0 0.0 0.2 0.007
S -2.834503 -2.184944 4.633489 -1.0 0.0 -0.1 0.554
C -8.506256 -0.436669 0.143372 -0.1 -0.4 0.3 0.010
H -9.142417 -0.233783 0.996832 0.2 0.1 0.1 0.118
H -1.184125 3.141725 -1.765142 -0.1 0.2 0.1 0.069
C 6.242438 0.532899 4.811587 0.4 -0.2 -1.0 -0.291
C 2.044121 5.578880 -2.362160 -0.3 -0.3 0.5 0.029
O -2.462985 2.718812 -4.962434 -0.3 -0.1 -0.3 -0.273
C -3.103623 -1.403876 7.104896 0.3 -0.7 0.6 -0.256
C -6.362801 -1.444361 -0.754168 0.0 0.5 -0.1 0.030
H -1.385309 -2.788787 -4.350593 0.5 0.0 -0.3 0.122
O -0.187703 3.212861 -4.156837 -0.2 -0.2 0.0 -0.255
Br 5.418985 1.609905 -2.820312 0.3 0.1 -0.2 0.669
O 5.272471 -0.454765 5.200576 -0.4 0.3 0.2 -0.248
O -6.885526 -1.386136 1.557805 0.0 -0.1 0.1 0.102
B -0.405652 -0.276314 -0.563599 -0.3 -0.2 -0.2 -0.907
H -4.578540 -3.202222 3.494504 -0.2 0.0 0.1 0.077
H -5.347825 -1.791227 -0.603759 -0.1 -0.3 0.3 0.092
S 5.042745 -1.705806 4.263780 0.7 0.1 -0.4 0.544
H 2.196308 8.831729 -3.594886 0.1 -0.2 -0.2 0.119
H 6.356812 1.061884 -0.045806 0.2 0.2 0.2 0.060
O 0.851292 -1.004551 -0.352317 0.0 0.3 0.6 0.175
H 6.613422 0.907823 6.840746 0.2 0.2 0.0 0.086
O -3.230702 -1.591878 -2.104460 -0.2 0.1 -0.1 0.147
H 3.201474 9.160607 -1.346270 0.1 0.1 -0.3 0.118
H 4.107889 -0.193944 2.696692 0.1 0.1 -0.1 0.062
H 0.420329 -3.417302 3.299234 -0.1 0.3 0.0 0.080
O 3.973027 7.197791 0.147110 -0.1 0.2 0.2 0.100
```
Positions in Å, forces in eV/Å.

## Properties
- M (g mol⁻¹) = 1211.71
- total charge = -1
- HOMO (eV) = -8.445
- LUMO energy (eV) = 0.078
- calculated total energy (hartree) = -10484.1979
- HOMO-LUMO gap (hartree) = 0.31319

Record 2
Formula: C33H53AlBr3Cl2FN6O11P
Source: OMol25
Level of theory: wB97M-V/def2-TZVPD

```
111
Properties=species:S:1:pos:R:3:forces:R:3:lowdin_charge:R:1
H 3.255077 -0.018324 0.347386 0.0 0.1 0.1 0.077
H -5.266701 0.021641 1.318724 0.0 0.0 0.0 0.108
H 5.787087 -1.030517 4.634807 0.0 0.0 0.2 0.053
C -2.048367 -2.951598 -2.152220 0.1 -0.5 1.5 -0.224
H -1.698188 -0.030579 -1.901514 0.3 0.4 0.0 0.102
H 1.830646 3.092547 -3.293726 0.0 0.1 0.1 0.100
Al 0.499151 -0.742226 -4.004854 -0.1 0.0 -0.9 0.818
H 2.835802 -1.937599 1.284293 0.2 0.2 0.1 0.074
H 0.378822 1.601253 4.245218 0.2 0.0 0.0 0.081
H 5.553712 2.193239 1.547668 -0.4 -0.3 0.2 0.094
O 1.910896 5.997534 -1.420619 -0.2 0.1 0.2 -0.211
H -0.432237 -3.574128 2.081435 0.2 -0.4 -0.4 0.116
N -0.999387 0.845339 -0.093746 -0.2 0.0 -0.8 0.067
C -2.353103 -1.261593 -0.281785 0.8 -0.2 0.3 -0.161
H -5.224100 -0.939342 3.615621 0.0 0.0 0.0 0.122
C 1.516742 2.594384 -2.374630 0.2 -0.1 -1.3 -0.048
C -6.411773 -1.624917 0.442077 0.0 0.0 -0.1 -0.390
H 2.062209 -1.246567 2.669934 0.2 0.4 -0.1 0.089
H -2.799627 -2.286939 -2.583039 0.1 -0.1 -0.3 0.129
H 2.829227 2.521509 0.126573 0.1 0.0 0.0 0.089
Br 5.373417 -0.931055 1.955174 -0.1 0.2 -0.2 0.838
H 6.060067 1.749525 -0.768143 0.0 -0.3 -0.1 0.074
C -0.878577 -5.873235 -1.032447 -0.5 0.1 -0.4 0.006
Br -3.333293 4.265087 -2.244529 0.3 -0.3 0.1 0.687
H -3.996432 2.492086 -0.225640 -0.1 -0.2 0.2 0.096
H 1.972984 3.157173 -1.562942 -0.1 -0.1 0.2 0.069
O 3.794085 7.561642 -0.960476 0.0 -0.3 -0.2 -0.153
N -2.353110 -4.351605 -2.442348 -0.3 0.6 0.1 0.034
H 0.120299 4.263804 1.509026 0.3 -0.4 0.3 0.141
H -2.707672 -4.394172 -3.392109 0.4 -0.4 -0.1 0.125
H 5.467194 1.152160 3.403540 0.3 -0.1 -0.8 0.050
H -0.106487 -1.285527 1.406505 -0.2 -0.1 -0.4 0.101
H -0.476982 -5.187260 -0.281513 0.0 -0.1 0.0 0.058
N 5.191992 1.395391 -0.377743 -0.6 0.1 0.3 -0.010
C 3.330792 0.911675 3.217777 1.1 -0.1 -0.3 -0.562
O -6.344628 -3.203814 4.205388 0.0 0.0 0.0 0.114
O 1.831471 0.108240 -7.565553 0.2 0.0 0.5 -0.094
H 0.750657 -2.349637 0.180668 -0.1 0.4 -0.2 0.078
C -3.310154 1.772838 -0.677315 0.2 0.8 -0.3 -0.228
C 3.372872 2.423150 1.066353 0.4 -0.3 0.7 -0.136
H 3.192335 3.359735 1.598128 0.2 0.1 -0.1 0.103
H -2.679974 0.902012 1.156058 0.3 -0.2 -0.1 0.116
C -6.366603 -2.736211 3.088360 0.0 -0.1 0.1 -0.384
N 1.359784 0.499777 -0.157749 -0.6 0.2 0.4 0.029
O 3.976931 5.213637 -0.223594 0.2 0.0 0.2 -0.191
H -2.994224 -3.269355 -0.267167 0.1 -0.2 0.0 0.123
C -2.212433 1.527128 0.390322 -1.2 0.3 0.0 -0.114
C 2.334839 0.135168 0.915230 1.5 -0.9 0.4 -0.201
O 2.340818 6.679968 0.916007 -0.1 -0.4 0.0 -0.192
H -1.098364 -7.690157 -3.162767 0.2 0.2 -0.2 -0.246
C -2.105475 -2.743266 -0.623094 -0.8 0.7 -0.2 -0.170
C -1.143181 -5.152099 -2.334263 -1.4 -0.1 1.5 -0.520
H 5.015438 0.326251 5.460319 -0.2 -0.1 0.1 0.055
C 0.967306 1.002089 -7.382176 0.1 -0.2 0.3 -0.881
C 1.810018 0.309825 -1.457809 0.3 -1.9 -0.6 -0.640
C -7.042568 -3.437116 1.968406 0.0 0.0 -0.1 0.029
Cl 2.369385 -1.376082 -1.799119 -0.2 0.4 0.4 0.712
H 0.429138 2.633728 -2.392379 -0.1 0.3 0.4 0.076
H 1.296729 4.062356 0.289987 0.7 -0.5 0.0 0.079
H -1.817864 2.180814 -2.195741 0.2 0.7 -0.1 0.029
O -6.425784 -1.148564 -0.673789 0.1 0.0 0.0 0.101
H -7.512048 -4.382667 2.207078 0.0 0.0 0.0 0.126
P 3.008871 6.371220 -0.422925 -0.2 0.1 -0.1 -0.116
O 0.964951 1.965550 -6.604638 -0.1 -0.1 0.3 -0.078
H -2.296950 -1.126596 0.802268 -0.2 -0.1 0.0 0.105
H -0.425053 -0.942337 -1.119133 0.4 0.5 0.2 0.068
C -1.290295 -0.314392 -0.928447 -1.0 -1.3 -0.3 -0.141
C 1.941260 1.155184 -2.479564 0.1 1.3 0.2 -0.702
O -0.179641 0.804128 -8.157867 0.3 -0.1 0.0 0.008
C 4.774364 0.325353 3.297819 -0.4 -0.1 1.9 -0.770
C 0.431272 1.129627 3.263840 -0.3 0.0 -0.1 -0.009
H 4.038441 -1.061675 4.851390 0.0 0.1 0.0 0.080
Cl 2.622207 0.696610 -4.045706 -0.2 0.2 0.6 0.757
O -0.418992 -5.203818 -3.254837 1.9 -0.1 -2.1 0.130
C 2.051543 -1.244730 1.581718 -0.7 -0.5 -0.9 -0.158
C -2.869196 2.392901 -2.027413 -0.3 -1.0 0.2 -0.608
H -2.008224 2.464252 0.884260 0.6 0.0 -0.2 0.111
H -3.366773 -1.041686 -0.617864 0.1 0.3 0.1 0.094
C 0.564501 -3.130731 2.145605 -0.4 1.2 0.6 -0.220
O -1.471306 -8.572971 -3.157274 -0.2 0.0 0.3 -0.621
H -1.823900 -6.299559 -0.700628 0.1 0.0 0.2 0.091
H 2.731634 0.236213 3.813524 -0.3 0.1 -0.2 0.055
C 4.851462 2.348186 0.729343 0.7 0.5 -1.3 -0.241
C 0.206980 1.208638 0.226520 1.0 0.7 0.4 -0.181
C 0.363855 3.645863 0.636500 -0.8 2.2 0.3 -0.210
H -0.601551 1.076988 2.910993 0.0 0.0 0.0 0.076
N -0.618126 3.964715 -0.373141 0.0 -0.8 -0.1 0.042
H 1.426600 2.937805 2.718726 0.3 0.0 -0.1 0.100
H -3.405432 1.869288 -2.816200 -0.1 0.2 -0.1 0.058
C 1.278164 1.964999 2.257751 -0.5 -0.8 0.5 -0.270
C -5.736698 -0.924577 1.560534 0.1 0.0 0.1 0.007
H -3.910923 0.891325 -0.900454 0.2 -0.1 0.2 0.087
C 2.672716 1.303156 1.887483 -1.6 1.5 -0.6 -0.341
H -0.185766 -6.679705 -1.257589 0.0 0.0 0.1 0.087
H -1.262604 -3.163585 -0.082635 0.2 0.1 -0.2 0.070
H -1.388162 4.477131 0.029440 -0.1 0.1 -0.2 0.061
H 0.643215 -2.742710 3.169934 0.0 -0.1 0.0 0.119
C 4.893897 -0.408987 4.667993 0.4 0.1 -0.7 -0.169
H 0.140257 0.004976 -8.600156 -0.5 0.0 -0.4 0.078
C -7.062599 -2.922388 0.740792 0.0 -0.1 0.1 0.028
C 0.737880 -1.944340 1.189097 0.4 -0.5 1.3 -0.179
H -1.032968 -2.672531 -2.485121 -0.2 0.1 -0.4 0.048
Br 3.442342 2.501515 4.419522 -0.1 -0.2 -0.2 0.847
F 1.571735 -4.045399 1.993946 0.0 -0.4 -0.3 -0.014
H -0.201188 4.528110 -1.106331 0.0 0.1 0.1 0.068
N 0.403427 2.250112 1.103334 0.0 -0.7 -0.4 -0.011
H 4.506674 1.561849 -1.114207 0.1 0.0 0.0 0.049
H 5.115016 3.327093 0.322520 -0.3 0.3 0.5 0.087
H 0.756726 0.099711 3.407083 0.1 0.1 0.0 0.062
H -7.548739 -3.419723 -0.088668 0.0 0.0 0.0 0.127
C -5.713485 -1.436613 2.787339 0.1 0.1 0.0 0.024
```
Positions in Å, forces in eV/Å.

## Properties
- M (g mol⁻¹) = 1097.39
- total charge = -1
- HOMO (eV) = -3.009
- LUMO energy (eV) = -2.100
- calculated total energy (hartree) = -11771.2367
- HOMO-LUMO gap (hartree) = 0.03342